Density functional theory data (ωB97M-V/def2-TZVPD) for a molecular structure, C5H8O2.

Geometry as XYZ:
```
15
Properties=species:S:1:pos:R:3:forces:R:3:mulliken_charge:R:1
C 1.769684 -0.558422 0.453694 0.052 -0.003 -0.010 -1.2626
C 0.461629 0.158415 0.742785 0.114 0.109 0.026 0.2649
C -0.009167 1.220802 -0.136288 0.231 -0.057 -0.004 -0.5386
O -1.425291 0.782803 -1.707862 -0.080 0.017 -0.059 -0.7263
C -1.462448 0.888795 -0.406945 -0.090 0.186 0.130 0.1184
C -0.899741 -0.493648 0.237047 -0.183 -0.211 0.205 -0.1178
O -0.761370 -1.427818 -0.747742 -0.068 0.021 -0.022 -0.5823
H 2.462901 0.071613 -0.115098 -0.108 -0.053 0.151 0.3084
H 1.546465 -1.437071 -0.159648 0.102 0.104 0.088 0.3286
H 2.265736 -0.881531 1.373024 -0.075 0.043 -0.172 0.3088
H 0.303532 0.410245 1.796754 -0.019 -0.073 -0.143 0.4802
H 0.564527 1.619832 -0.973464 -0.081 0.001 0.006 0.2773
H -2.294594 1.377034 0.119356 0.138 -0.099 -0.099 0.3927
H -1.506901 -0.813591 1.086960 0.030 0.050 -0.129 0.3629
H -1.014962 -0.917465 -1.562572 0.037 -0.036 0.032 0.3855
```
Positions in Å, forces in eV/Å.

Calculated values
HOMO energy (spin up / spin down) (eV): -9.4 / -9.4
Relative energy (zero: lowest compared OMol25 entry of this formula, charge and spin) (eV): 4.385



Density functional theory data (ωB97M-V/def2-TZVPD) for a molecular structure, C2H2OS3 in a non-equilibrium geometry.

Geometry as XYZ:
```
8
Properties=species:S:1:pos:R:3:forces:R:3:mulliken_charge:R:1
C -0.659405 -1.045084 0.895117 0.338 -0.385 2.313 -0.0178
C -1.384434 -0.013476 1.325766 0.739 0.204 0.502 -0.4624
O -1.349852 0.114103 -0.946244 -2.201 3.582 -2.457 -0.2917
S -1.080572 -1.377674 -0.728573 1.459 -3.522 -0.218 0.0576
S -4.150509 -0.340187 0.461491 1.179 0.946 -0.258 -0.2403
S -2.520500 0.757938 0.240987 -0.681 -1.268 -0.422 0.1953
H 0.082242 -1.498870 1.605737 -0.871 0.067 -1.200 0.3429
H -1.152745 0.568520 2.158236 0.036 0.376 1.741 0.4163
```
Positions in Å, forces in eV/Å.

Calculated values
HOMO energy (eV): -8.9
Relative energy (zero: lowest compared OMol25 entry of this formula, charge and spin) (eV): 2.525



Density functional theory data (ωB97M-V/def2-TZVPD) for a gas-phase ion, C10H12NO (charge +1) in a non-equilibrium geometry.

Geometry as XYZ:
```
24
Properties=species:S:1:pos:R:3:forces:R:3:mulliken_charge:R:1
N 1.825384 0.108307 1.539522 -2.263 -0.419 -1.181 -0.2000
C 1.080417 0.615301 0.276395 1.638 1.860 -1.092 -0.2079
C 0.329875 -0.553884 -0.313306 0.832 1.466 -0.146 -0.0605
C 0.867703 -1.580937 -1.039205 -2.009 0.934 1.172 -0.5620
C -0.040839 -2.531229 -1.478420 3.273 -2.676 -1.377 -0.5123
C -1.346302 -2.506598 -1.193746 -3.690 2.155 1.747 -0.5702
C -1.891104 -1.342162 -0.509417 1.909 -2.466 -1.241 -0.5464
C -1.025805 -0.395897 -0.106825 0.409 1.016 0.751 0.3149
C -1.362900 0.942391 0.490743 -1.291 0.466 -1.061 -0.9052
C -0.020895 1.677366 0.650818 1.298 0.347 0.754 -0.0831
C 0.061943 2.910234 -0.317376 0.270 -0.884 0.980 -0.1459
O 1.000395 3.097272 -1.052553 -1.491 0.290 0.647 -0.4490
H 1.940755 0.880306 2.159408 -0.876 0.313 1.541 0.3131
H 2.745631 -0.192625 1.454363 2.321 -0.881 -1.223 0.3265
H 1.278713 -0.759694 1.719112 0.195 0.967 1.338 0.4250
H 1.907511 1.176224 -0.354580 -1.716 -1.375 0.920 0.5251
H 1.903046 -1.547947 -1.086406 1.812 -0.764 -0.906 0.5333
H 0.440744 -3.404829 -1.984432 -0.873 0.687 0.281 0.3175
H -2.120696 -3.256949 -1.373016 0.869 -0.149 -0.490 0.4029
H -2.889684 -1.241314 -0.257490 -1.975 -0.107 0.115 0.5719
H -2.100810 1.364789 -0.306525 1.301 0.106 1.639 0.3688
H -1.861195 0.911041 1.452818 -0.420 -0.232 -0.032 0.3624
H 0.161511 2.123048 1.738684 -0.575 -0.868 -2.128 0.4538
H -0.883400 3.507784 -0.108566 1.053 0.214 -1.007 0.3274
```
Positions in Å, forces in eV/Å.

Calculated values
HOMO energy (eV): -13.1
Relative energy (zero: lowest compared OMol25 entry of this formula, charge and spin) (eV): 1.005
Charge: +1



Density functional theory data (ωB97M-V/def2-TZVPD) for a molecular structure, C50H41As2F3IN7O12S2Sc in a non-equilibrium geometry.

Geometry as XYZ:
```
119
Properties=species:S:1:pos:R:3:forces:R:3:mulliken_charge:R:1
Sc -15.500292 -17.865242 7.444714 -1.042 -0.445 -1.001 -0.9271
F -20.229083 -20.067650 6.169765 -0.178 -0.059 0.831 -0.1234
C -20.249538 -20.348707 7.495326 -0.422 1.012 0.326 0.2134
F -20.825723 -21.556995 7.635180 -0.183 0.045 -0.272 -0.3331
F -21.092690 -19.465998 8.128955 0.409 -0.445 -0.811 -0.2519
C -18.900243 -20.322558 8.139791 0.895 -0.835 0.224 -0.3760
C -18.442486 -21.536462 8.649109 -0.106 0.592 -0.450 -0.3669
C -17.156052 -21.650184 9.157103 0.198 0.062 0.286 -1.5249
C -16.350340 -20.542805 9.122132 0.449 0.325 0.087 -0.6456
N -16.759811 -19.360968 8.633833 -0.326 -0.113 -0.187 0.7866
C -18.018567 -19.197966 8.127094 -0.212 -0.186 -0.417 1.2596
S -18.379543 -17.684376 7.364241 0.573 -0.756 0.460 -0.5487
H -19.072762 -22.409362 8.563847 -0.004 0.008 0.164 0.5476
H -16.756662 -22.576090 9.533765 -0.072 -0.182 0.021 0.5063
H -15.297777 -20.567245 9.459101 -0.769 -0.088 -0.276 0.5239
C -15.396471 -16.881210 11.515846 -0.547 -0.903 -0.660 -2.3013
C -13.909270 -17.037312 11.419621 0.127 -1.775 0.314 -0.0968
As -13.507177 -18.756799 10.461731 -0.282 1.451 -1.190 1.3256
C -13.473243 -19.867109 11.992068 0.615 -0.190 -0.026 0.7934
C -14.679777 -20.279371 12.498453 -1.378 -0.264 -0.210 0.0086
C -14.744262 -21.142303 13.573882 -0.220 0.006 0.440 -0.9754
C -13.574906 -21.582420 14.146170 1.134 -1.190 0.450 -0.4786
C -12.327971 -21.237890 13.591023 -0.486 -0.195 0.569 -0.7394
C -12.293567 -20.366900 12.515269 0.221 -0.293 0.584 -0.6985
C -11.653790 -18.379771 10.052746 0.371 -0.467 -1.231 -0.4212
C -10.786827 -17.763298 10.931690 0.074 0.343 0.681 0.3151
C -9.473969 -17.472020 10.614726 -0.323 -0.646 -0.845 -0.9758
C -9.007241 -17.788180 9.326247 -0.764 0.564 0.841 -0.5581
C -9.861394 -18.354709 8.375083 -0.567 -0.058 1.616 -0.6644
C -11.187130 -18.680571 8.754900 0.797 0.091 0.246 -0.6591
As -16.228416 -16.433232 9.778212 0.248 0.483 -0.063 1.5283
C -15.683476 -14.587420 9.435795 0.587 0.087 0.865 0.0713
C -15.137134 -13.769933 10.424159 0.452 -0.139 1.330 -0.2879
C -14.580712 -12.518399 10.183584 0.071 0.493 -1.451 -0.6174
C -14.549817 -12.053592 8.842010 -0.916 -0.872 0.488 -0.6930
C -15.025899 -12.915909 7.833043 0.324 1.223 0.376 -0.5581
C -15.577806 -14.145959 8.136329 0.155 -0.108 -0.393 -0.1704
C -18.068186 -16.331155 10.351891 0.163 -0.832 0.194 0.4053
C -18.834601 -15.197503 10.258904 -1.060 -0.112 0.433 -0.4978
C -20.190510 -15.245181 10.674705 1.541 0.062 0.049 -0.8608
C -20.682552 -16.392760 11.236037 -0.823 -0.559 -0.118 -0.6100
C -19.905127 -17.554400 11.293450 -0.528 0.020 0.251 -0.6628
C -18.616588 -17.543372 10.839547 1.067 0.298 -0.195 0.0517
H -15.645867 -16.136284 12.215730 -0.534 1.056 0.937 0.9398
H -15.914389 -17.813514 11.847893 0.420 0.616 -0.227 0.4904
H -13.426494 -17.127086 12.389711 -0.148 -0.024 0.289 0.8626
H -13.419914 -16.232193 10.946780 0.460 0.986 -0.819 -0.3245
H -15.628956 -20.029877 12.004319 0.452 0.163 0.160 0.1407
H -15.702131 -21.470667 13.966578 0.091 0.046 -0.094 0.4298
H -13.586646 -22.335180 14.961034 -0.110 0.720 -0.479 0.2904
H -11.418154 -21.666584 14.028623 -0.334 0.274 -0.294 0.3865
H -11.355791 -20.080516 12.078719 0.311 0.052 -0.108 0.3885
H -11.118482 -17.472567 11.917529 -0.208 -0.077 0.185 0.3311
H -8.860569 -17.062340 11.403414 0.305 0.208 -0.254 0.4262
H -8.005080 -17.477506 9.128463 0.579 -0.189 -0.569 0.4274
H -9.468882 -18.588408 7.411761 -0.045 -0.111 -0.634 0.5094
H -11.839562 -19.172251 8.037609 0.001 0.090 0.055 0.2176
H -15.053811 -14.143378 11.450407 -0.277 0.114 -0.248 0.2062
H -14.141930 -11.892495 10.969499 -0.321 -0.443 -0.171 0.4073
H -14.294921 -11.019990 8.614678 0.385 -0.346 -0.018 0.3997
H -14.987449 -12.604794 6.793410 -0.020 -0.059 0.086 0.5403
H -15.863775 -14.768130 7.316743 -0.311 -0.222 -0.403 -0.0402
H -18.419590 -14.271522 9.901656 0.117 0.176 -0.193 0.4794
H -20.766228 -14.348791 10.634726 -0.449 0.414 -0.116 0.4745
H -21.726550 -16.451874 11.569014 0.473 0.144 -0.068 0.3102
H -20.357923 -18.445735 11.705566 0.107 -0.147 -0.043 0.4223
H -17.971889 -18.443737 10.847415 -0.618 0.504 0.090 -0.1013
I -14.797961 -20.217111 5.893197 0.012 0.186 0.389 -0.5321
S -13.207019 -14.498906 2.848044 -0.006 0.597 0.347 -0.4766
C -13.415080 -16.085213 2.422582 0.910 -1.500 -0.324 0.2195
N -12.559810 -17.073552 2.864513 -0.483 1.263 -0.289 -0.1214
C -12.734319 -18.485471 2.617291 -2.064 0.920 -1.394 -0.6104
C -14.247462 -18.685115 2.356377 0.479 -0.391 0.402 -0.1405
C -14.763272 -17.805205 1.219678 0.052 -0.893 0.033 -0.5662
N -14.350834 -16.453105 1.520234 -0.747 0.557 -0.314 -0.1519
H -12.156639 -16.819264 3.742774 0.302 0.049 0.384 0.0817
H -12.424823 -19.022023 3.471760 0.352 -0.670 0.908 0.3404
H -12.202597 -18.794795 1.727443 0.517 -0.150 -0.190 0.3655
H -14.720301 -18.395089 3.304304 -0.240 -0.108 -0.281 -0.2927
H -14.461483 -19.734907 2.176334 -0.114 -0.120 -0.054 0.5159
H -15.873839 -17.936665 1.164784 0.747 0.559 0.139 0.2466
H -14.378638 -18.112675 0.217750 -0.066 0.035 0.642 0.3287
H -14.927390 -15.689889 1.193730 0.198 -0.076 0.113 0.2390
O -16.789797 -14.786699 5.192464 -0.103 0.821 0.359 -0.7215
C -16.702749 -15.987483 5.231142 0.651 -0.619 -0.313 -0.2980
O -15.802477 -16.633664 5.904629 -0.013 -0.463 0.359 0.6730
C -17.613952 -16.785469 4.330014 -0.053 -0.890 -0.719 -0.1787
C -17.658396 -18.177055 4.142935 -0.111 -0.124 0.382 1.3818
C -18.537955 -18.701616 3.173021 0.799 1.227 1.221 -0.8231
C -19.398758 -17.921894 2.429877 -0.133 -0.365 -1.086 -0.6531
C -19.324905 -16.564537 2.623117 0.205 0.486 0.549 -0.3907
C -18.428397 -16.021116 3.532443 -0.719 1.452 -0.657 0.1150
N -20.222143 -15.594535 1.923438 1.182 0.580 1.890 1.0103
O -20.300981 -14.474861 2.419749 -0.095 -0.628 -0.508 -0.6000
O -20.799455 -15.964987 0.953773 -0.926 -0.599 -1.480 -0.6150
N -18.568475 -20.143631 3.025287 -0.515 1.321 -0.205 1.2055
O -19.320326 -20.588373 2.186096 -0.140 -0.815 -0.335 -0.7351
O -17.855342 -20.737180 3.772522 0.593 -1.727 0.432 -0.6017
H -17.065780 -18.871991 4.776233 -0.378 0.647 -0.693 -0.1306
H -19.996977 -18.403570 1.654631 -0.088 0.332 0.406 0.5716
H -18.381876 -14.922101 3.574594 0.034 -0.736 0.295 0.6140
O -12.659437 -17.299426 5.720880 -0.229 0.038 0.658 -0.6270
C -12.773558 -16.827175 6.845698 0.193 -0.743 -1.014 -0.2827
O -13.669402 -17.139642 7.731592 0.214 0.138 0.031 2.2720
C -11.785539 -15.820498 7.282249 0.622 1.688 0.587 0.2819
C -11.982430 -15.159452 8.495953 0.780 -0.479 -0.671 1.1538
C -11.108536 -14.151613 8.882405 -0.963 -0.286 0.079 -0.1239
C -10.156997 -13.694438 8.044763 1.538 -0.235 -1.538 -0.5242
C -9.907845 -14.401522 6.852430 -0.641 0.734 0.883 -0.7408
C -10.712259 -15.440514 6.453408 -0.090 -0.525 0.565 -0.5319
N -8.796201 -13.948289 5.997137 -0.361 -1.170 -0.943 1.0838
O -8.570924 -14.639548 5.011669 0.069 0.419 0.513 -0.6201
O -8.190564 -12.950017 6.292958 0.197 0.447 0.325 -0.6489
N -11.239101 -13.505429 10.190304 -0.541 -0.260 -0.030 1.1243
O -11.545437 -14.232092 11.121385 0.049 0.366 -0.096 -0.5655
O -11.055207 -12.307446 10.244309 0.127 -0.121 0.266 -0.6297
H -12.793062 -15.494038 9.090049 -0.553 -0.015 0.624 -0.5685
H -9.521809 -12.864849 8.264669 0.189 0.386 0.314 0.6883
H -10.457506 -16.015518 5.582668 -0.228 0.061 -0.352 0.6632
```
Positions in Å, forces in eV/Å.

Calculated values
HOMO energy (eV): -5.6
Relative energy (zero: lowest compared OMol25 entry of this formula, charge and spin) (eV): 0.890
Charge: -1